Version A
Molecular formula: C9H14
Method: DFT, the ωB97M-V functional and the def2-TZVPD basis

Summary:
HOMO-LUMO gap = 9.92 eV
Structure (SMILES) = Cc1ccccc1.CC
HOMO energy = -8.9 eV

```
! wB97M-V def2-TZVPD RIJCOSX def2/J DEFGRID3
* xyz 0 1
C 0.39 -2.84 0.33
C 2.36 -0.75 -2.13
C 1.85 -1.81 -1.41
C 1.80 0.50 -1.90
C 0.93 -1.60 -0.35
C 0.89 0.64 -0.88
C 0.53 -0.31 0.07
H 2.97 -1.02 -2.98
H 2.09 -2.86 -1.58
H 2.10 1.31 -2.54
H 0.48 1.65 -0.87
H 0.55 -3.80 -0.15
H -0.69 -2.75 0.56
H -0.01 -0.12 0.97
H 0.81 -3.05 1.33
C -2.33 2.13 0.67
C -1.92 2.15 2.14
H -1.69 1.50 0.06
H -3.27 1.57 0.65
H -2.35 3.15 0.28
H -1.54 1.15 2.40
H -2.77 2.35 2.80
H -1.15 2.80 2.55
*
```

Results of the natural (NBO) charge analysis, in e, for atoms 1 through 8: number 1, C, carries -0.644; number 2, C, carries -0.197; number 3, C, carries -0.227; number 4, C, carries -0.239; number 5, C, carries 0.001; number 6, C, carries -0.188; number 7, C, carries -0.230; number 8, H, carries 0.215


Version B
Molecular formula: C9H14
Method: DFT, the ωB97M-V functional and the def2-TZVPD basis

Summary:
HOMO-LUMO gap = 10.05 eV
Structure (SMILES) = Cc1ccccc1.CC
HOMO energy = -9.0 eV

```
! wB97M-V def2-TZVPD RIJCOSX def2/J DEFGRID3
* xyz 0 1
C 2.09 2.60 0.57
C 1.79 3.60 1.68
H 3.09 2.73 0.15
H 2.00 1.58 0.94
H 1.42 2.70 -0.27
H 0.77 3.97 1.72
H 2.43 4.49 1.61
H 2.05 3.22 2.67
C -0.53 -0.21 -2.63
C -0.49 0.03 -0.14
C -0.60 -0.79 -1.25
C -0.63 -0.48 1.15
C -0.93 -1.82 1.34
C -0.87 -2.14 -1.06
C -1.06 -2.64 0.22
H -0.35 1.10 -0.30
H -0.58 0.20 1.99
H 0.28 -0.64 -3.24
H -0.34 0.86 -2.62
H -1.18 -2.20 2.32
H -0.97 -2.80 -1.91
H -1.31 -3.68 0.37
H -1.43 -0.45 -3.21
*
```

Results of the natural (NBO) charge analysis, in e, for atoms 1 through 8: number 1, C, carries -0.614; number 2, C, carries -0.616; number 3, H, carries 0.208; number 4, H, carries 0.210; number 5, H, carries 0.200; number 6, H, carries 0.206; number 7, H, carries 0.204; number 8, H, carries 0.204


Version C
Molecular formula: C9H14
Method: DFT, the ωB97M-V functional and the def2-TZVPD basis

Summary:
HOMO-LUMO gap = 9.98 eV
Structure (SMILES) = Cc1ccccc1.CC
HOMO energy = -9.0 eV

```
! wB97M-V def2-TZVPD RIJCOSX def2/J DEFGRID3
* xyz 0 1
C -0.23 -2.66 3.10
C -1.73 -2.58 3.25
H 0.13 -3.66 3.35
H 0.10 -2.48 2.07
H 0.36 -2.04 3.77
H -2.16 -1.60 3.06
H -2.19 -3.34 2.62
H -2.04 -2.95 4.24
C -0.58 2.01 0.79
C 1.09 0.02 -2.64
C -0.26 -0.07 -2.37
C 1.87 0.84 -1.84
C -0.82 0.61 -1.28
C 1.34 1.51 -0.75
C -0.01 1.33 -0.42
H 1.52 -0.59 -3.42
H -0.91 -0.68 -2.97
H 2.91 1.02 -2.06
H -1.88 0.59 -1.13
H 1.88 2.21 -0.12
H -0.08 1.68 1.71
H -1.64 1.81 0.93
H -0.46 3.10 0.82
*
```

Results of the natural (NBO) charge analysis, in e, for atoms 1 through 8: number 1, C, carries -0.609; number 2, C, carries -0.609; number 3, H, carries 0.201; number 4, H, carries 0.206; number 5, H, carries 0.202; number 6, H, carries 0.205; number 7, H, carries 0.203; number 8, H, carries 0.202


Version D
Molecular formula: C9H14
Method: DFT, the ωB97M-V functional and the def2-TZVPD basis

Summary:
HOMO-LUMO gap = 9.75 eV
Structure (SMILES) = Cc1ccccc1.CC
HOMO energy = -8.8 eV

```
! wB97M-V def2-TZVPD RIJCOSX def2/J DEFGRID3
* xyz 0 1
C -1.26 1.20 1.64
C 0.08 0.88 1.08
C 0.93 1.87 0.61
C 0.51 -0.44 1.28
C 2.17 1.35 0.12
C 1.74 -0.91 0.88
C 2.59 0.03 0.27
H -1.56 2.18 1.23
H -1.15 1.25 2.74
H 0.70 2.92 0.62
H -0.24 -1.17 1.60
H 2.95 1.99 -0.23
H 1.99 -1.94 0.71
H 3.57 -0.36 -0.12
H -2.12 0.51 1.59
C -1.89 -1.23 -2.34
C -0.92 -1.12 -1.10
H -1.32 -0.86 -3.22
H -2.17 -2.29 -2.38
H -2.72 -0.56 -2.25
H -0.73 -0.05 -0.97
H -1.23 -1.80 -0.35
H 0.07 -1.46 -1.39
*
```

Results of the natural (NBO) charge analysis, in e, for atoms 1 through 8: number 1, C, carries -0.645; number 2, C, carries -0.003; number 3, C, carries -0.232; number 4, C, carries -0.209; number 5, C, carries -0.203; number 6, C, carries -0.207; number 7, C, carries -0.228; number 8, H, carries 0.212


Most stable structure, least stable structure: version B, version D.


Version A
Molecular formula: C9H14
Method: DFT, the ωB97M-V functional and the def2-TZVPD basis

Summary:
HOMO-LUMO gap = 10.06 eV
Structure (SMILES) = Cc1ccccc1.CC
HOMO energy = -9.0 eV

```
! wB97M-V def2-TZVPD RIJCOSX def2/J DEFGRID3
* xyz 0 1
C -3.00 -1.24 -0.97
C -2.46 -2.59 -0.53
H -3.99 -1.42 -1.49
H -3.12 -0.73 0.00
H -2.32 -0.88 -1.67
H -1.47 -2.74 -1.02
H -3.02 -3.37 -0.96
H -2.58 -2.84 0.54
C -0.69 1.68 1.69
C 1.10 -0.70 -0.59
C 2.31 -0.10 -0.76
C 0.03 -0.08 -0.01
C 0.36 1.07 0.74
C 2.63 1.09 -0.12
C 1.59 1.70 0.66
H 0.98 -1.52 -1.31
H 3.05 -0.62 -1.42
H -1.05 -0.30 -0.12
H 3.39 1.62 -0.42
H -0.76 2.73 1.64
H -0.64 1.52 2.76
H 2.02 2.43 1.37
H -1.73 1.16 1.34
*
```

Results of the natural (NBO) charge analysis, in e, for atoms 1 through 8: number 1, C, carries -0.629; number 2, C, carries -0.620; number 3, H, carries 0.210; number 4, H, carries 0.212; number 5, H, carries 0.210; number 6, H, carries 0.205; number 7, H, carries 0.204; number 8, H, carries 0.211


Version B
Molecular formula: C9H14
Method: DFT, the ωB97M-V functional and the def2-TZVPD basis

Summary:
HOMO-LUMO gap = 9.86 eV
Structure (SMILES) = Cc1ccccc1.CC
HOMO energy = -8.9 eV

```
! wB97M-V def2-TZVPD RIJCOSX def2/J DEFGRID3
* xyz 0 1
C 1.92 -2.83 0.30
C 0.86 0.89 -0.20
C 1.73 1.48 0.68
C 0.72 -0.50 -0.44
C 1.77 -1.29 0.12
C 2.92 0.69 0.85
C 2.93 -0.72 0.68
H 0.20 1.61 -0.64
H 1.66 2.55 0.92
H -0.09 -1.03 -1.04
H 3.87 1.10 1.12
H 1.14 -3.28 -0.43
H 1.47 -3.21 1.25
H 3.94 -1.14 0.96
H 2.96 -3.14 0.24
C -3.61 0.43 -0.87
C -3.44 1.85 -0.29
H -4.21 0.30 -1.79
H -2.46 -0.06 -0.91
H -3.99 -0.26 -0.17
H -2.99 1.71 0.81
H -4.42 2.26 -0.29
H -2.88 2.61 -0.88
*
```

Results of the natural (NBO) charge analysis, in e, for atoms 1 through 8: number 1, C, carries -0.635; number 2, C, carries -0.194; number 3, C, carries -0.231; number 4, C, carries -0.258; number 5, C, carries 0.011; number 6, C, carries -0.174; number 7, C, carries -0.262; number 8, H, carries 0.210


Most stable structure, least stable structure: version A, version B.


Version A
Molecular formula: C9H14
Method: DFT, the ωB97M-V functional and the def2-TZVPD basis

Summary:
HOMO-LUMO gap = 9.86 eV
Structure (SMILES) = Cc1ccccc1.CC
HOMO energy = -8.9 eV

```
! wB97M-V def2-TZVPD RIJCOSX def2/J DEFGRID3
* xyz 0 1
C 2.78 -0.83 -1.38
C 2.63 0.67 -1.74
H 3.83 -1.08 -1.24
H 2.35 -0.93 -0.38
H 2.14 -1.39 -2.05
H 3.47 1.33 -1.54
H 2.39 0.78 -2.79
H 1.82 1.05 -1.12
C -3.05 1.57 0.70
C -0.97 -1.57 0.03
C -1.82 -0.47 -0.15
C -0.05 -1.47 1.05
C -1.95 0.57 0.76
C 0.08 -0.31 1.81
C -0.90 0.64 1.72
H -0.86 -2.35 -0.71
H -2.44 -0.44 -1.05
H 0.52 -2.36 1.29
H 0.97 -0.22 2.42
H -3.16 1.83 -0.36
H -2.90 2.39 1.38
H -0.86 1.45 2.43
H -4.03 1.13 0.91
*
```

Results of the natural (NBO) charge analysis, in e, for atoms 1 through 8: number 1, C, carries -0.619; number 2, C, carries -0.612; number 3, H, carries 0.209; number 4, H, carries 0.205; number 5, H, carries 0.210; number 6, H, carries 0.202; number 7, H, carries 0.199; number 8, H, carries 0.205


Version B
Molecular formula: C9H14
Method: DFT, the ωB97M-V functional and the def2-TZVPD basis

Summary:
HOMO-LUMO gap = 9.81 eV
Structure (SMILES) = Cc1ccccc1.CC
HOMO energy = -8.8 eV

```
! wB97M-V def2-TZVPD RIJCOSX def2/J DEFGRID3
* xyz 0 1
C 1.88 -0.19 2.31
C -0.14 0.79 1.40
C 0.67 -0.38 1.58
C -1.41 0.77 0.89
C 0.12 -1.62 1.18
C -1.88 -0.46 0.29
C -1.02 -1.49 0.44
H 0.22 1.73 1.82
H -2.08 1.65 0.56
H 2.23 0.81 2.01
H 2.64 -0.95 2.20
H 0.84 -2.33 1.23
H -2.93 -0.64 -0.10
H -1.50 -2.45 -0.10
H 1.70 0.00 3.37
C -0.63 0.98 -2.61
C 0.70 0.20 -2.21
H -0.60 1.11 -3.62
H -1.45 0.44 -2.02
H -0.61 2.00 -2.18
H 1.04 -0.14 -3.13
H 0.79 -0.67 -1.53
H 1.44 0.84 -1.79
*
```

Results of the natural (NBO) charge analysis, in e, for atoms 1 through 8: number 1, C, carries -0.644; number 2, C, carries -0.241; number 3, C, carries 0.024; number 4, C, carries -0.194; number 5, C, carries -0.249; number 6, C, carries -0.254; number 7, C, carries -0.185; number 8, H, carries 0.205


Most stable structure, least stable structure: version A, version B.


Version A
Molecular formula: C9H14
Method: DFT, the ωB97M-V functional and the def2-TZVPD basis

Summary:
HOMO-LUMO gap = 9.79 eV
Structure (SMILES) = Cc1ccccc1.CC
HOMO energy = -8.8 eV

```
! wB97M-V def2-TZVPD RIJCOSX def2/J DEFGRID3
* xyz 0 1
C 0.80 1.94 -0.93
C 0.34 -0.38 -1.74
C 0.87 0.46 -0.73
C 0.52 -1.70 -1.63
C 1.46 -0.06 0.46
C 1.32 -2.22 -0.55
C 1.49 -1.40 0.50
H -0.16 -0.05 -2.71
H 0.03 -2.36 -2.28
H -0.09 2.25 -1.45
H 1.70 2.33 -1.35
H 1.73 0.60 1.29
H 1.64 -3.25 -0.30
H 1.82 -1.85 1.39
H 0.70 2.45 0.14
C -1.36 0.94 1.65
C -2.21 -0.21 0.70
H -1.92 1.18 2.54
H -0.52 0.49 2.23
H -1.09 1.84 1.14
H -2.91 -0.76 1.37
H -2.89 0.40 0.10
H -1.29 -0.64 0.17
*
```

Results of the natural (NBO) charge analysis, in e, for atoms 1 through 8: number 1, C, carries -0.628; number 2, C, carries -0.243; number 3, C, carries 0.002; number 4, C, carries -0.195; number 5, C, carries -0.224; number 6, C, carries -0.219; number 7, C, carries -0.211; number 8, H, carries 0.224


Version B
Molecular formula: C9H14
Method: DFT, the ωB97M-V functional and the def2-TZVPD basis

Summary:
HOMO-LUMO gap = 10.07 eV
Structure (SMILES) = Cc1ccccc1.CC
HOMO energy = -9.0 eV

```
! wB97M-V def2-TZVPD RIJCOSX def2/J DEFGRID3
* xyz 0 1
C 2.05 -1.67 0.54
C -1.56 -0.61 0.92
C -0.44 -1.43 0.71
C -1.40 0.72 1.38
C 0.81 -0.92 0.95
C -0.10 1.18 1.63
C 1.00 0.36 1.42
H -2.52 -0.94 0.51
H -0.68 -2.49 0.46
H -2.39 1.31 1.35
H -0.06 2.23 2.05
H 2.98 -1.45 0.97
H 2.09 -1.53 -0.54
H 2.00 0.87 1.44
H 1.90 -2.75 0.75
C -0.79 1.49 -2.59
C 0.22 0.60 -3.25
H -0.68 2.32 -1.89
H -1.52 1.97 -3.33
H -1.50 0.87 -2.01
H 0.58 -0.15 -2.48
H -0.04 0.12 -4.17
H 1.06 1.28 -3.40
*
```

Results of the natural (NBO) charge analysis, in e, for atoms 1 through 8: number 1, C, carries -0.627; number 2, C, carries -0.196; number 3, C, carries -0.235; number 4, C, carries -0.238; number 5, C, carries -0.008; number 6, C, carries -0.200; number 7, C, carries -0.232; number 8, H, carries 0.210


Version C
Molecular formula: C9H14
Method: DFT, the ωB97M-V functional and the def2-TZVPD basis

Summary:
HOMO-LUMO gap = 10.10 eV
Structure (SMILES) = Cc1ccccc1.CC
HOMO energy = -9.1 eV

```
! wB97M-V def2-TZVPD RIJCOSX def2/J DEFGRID3
* xyz 0 1
C -0.60 -1.40 -2.05
C -0.58 0.39 1.28
C -1.32 1.57 1.04
C -0.49 -0.57 0.28
C -0.90 -0.34 -1.05
C -1.77 1.76 -0.25
C -1.56 0.84 -1.28
H -0.08 0.29 2.23
H -1.50 2.23 1.87
H 0.10 -1.45 0.48
H -2.41 2.61 -0.45
H -1.16 -1.25 -2.98
H -0.86 -2.42 -1.75
H -1.98 1.14 -2.23
H 0.46 -1.41 -2.33
C 2.66 -0.08 0.62
C 2.91 -1.43 1.31
H 1.99 -0.19 -0.24
H 2.15 0.66 1.23
H 3.55 0.39 0.21
H 2.07 -2.11 1.28
H 3.08 -1.16 2.37
H 3.89 -1.77 1.00
*
```

Results of the natural (NBO) charge analysis, in e, for atoms 1 through 8: number 1, C, carries -0.635; number 2, C, carries -0.200; number 3, C, carries -0.225; number 4, C, carries -0.214; number 5, C, carries -0.010; number 6, C, carries -0.202; number 7, C, carries -0.224; number 8, H, carries 0.211


Version D
Molecular formula: C9H14
Method: DFT, the ωB97M-V functional and the def2-TZVPD basis

Summary:
HOMO-LUMO gap = 10.07 eV
Structure (SMILES) = Cc1ccccc1.CC
HOMO energy = -9.0 eV

```
! wB97M-V def2-TZVPD RIJCOSX def2/J DEFGRID3
* xyz 0 1
C 0.91 3.91 0.30
C 1.01 1.86 1.80
C 0.77 2.39 0.51
C 1.18 0.50 1.84
C 0.66 1.63 -0.63
C 1.05 -0.32 0.70
C 0.72 0.21 -0.52
H 1.03 2.56 2.62
H 1.30 -0.09 2.74
H 0.12 4.56 0.66
H 0.91 4.11 -0.77
H 0.49 2.11 -1.58
H 1.31 -1.36 0.79
H 0.52 -0.38 -1.41
H 1.87 4.17 0.76
C -2.20 -3.06 -1.57
C -1.23 -3.38 -0.40
H -1.96 -3.57 -2.50
H -3.21 -3.26 -1.22
H -2.16 -2.00 -1.81
H -1.77 -3.66 0.51
H -0.51 -2.61 -0.15
H -0.77 -4.33 -0.68
*
```

Results of the natural (NBO) charge analysis, in e, for atoms 1 through 8: number 1, C, carries -0.630; number 2, C, carries -0.216; number 3, C, carries -0.005; number 4, C, carries -0.202; number 5, C, carries -0.224; number 6, C, carries -0.232; number 7, C, carries -0.197; number 8, H, carries 0.217


Most stable structure, least stable structure: version C, version A.